This record from the OMol25 dataset describes a 8-piece molecular cluster, C39H75BrF5NO26P2S overall. The level of theory is wB97M-V/def2-TZVPD.

LUMO energy, Ha: -0.0470
E_tot, Ha: -7695.9100
Multiplicity: 1
SMILES string: [H]/N=C\C[PH](CCCCCOC(C)=O)(P(O)Br)S(=O)(=O)C(F)(F)C(F)(F)F.CCOC(=O)OC.CCOC(=O)OC.CCOC(=O)OC.CCOC(=O)OC.CCOC(=O)OC.CCOC(=O)OC.CCOC(=O)OC
Gap between HOMO and LUMO, eV: 7.79

CARTESIAN COORDINATES (ANGSTROEM)
1 H -2.37970 1.60238 5.21647
2 N -1.37160 1.31730 5.40112
3 C -0.74594 1.42702 4.15233
4 C -1.68153 1.91653 2.91130
5 P -0.95463 1.78168 1.16713
6 C 0.83069 1.38329 0.63605
7 C 1.94456 1.32553 1.83211
8 C 3.40024 1.72292 1.10830
9 C 4.06397 3.10160 1.69233
10 C 4.83541 2.92910 3.13946
11 O 4.40133 1.76907 3.93144
12 C 5.43043 0.72182 4.01051
13 C 4.94639 -0.86312 3.78818
14 O 6.72555 0.89175 4.29078
15 P -0.33377 3.88643 1.19915
16 O -1.80252 4.83289 0.87105
17 Br 0.37163 4.59663 3.21016
18 S -1.69493 -0.17944 0.82395
19 O -1.24288 -0.83315 -0.54099
20 O -3.26239 -0.04553 0.66237
21 C -1.42711 -1.45401 2.13995
22 F -2.21726 -1.23818 3.41107
23 F -2.07230 -2.70886 1.57957
24 C 0.13051 -1.91064 2.41820
25 F 0.70345 -1.33669 3.69003
26 F 1.03305 -1.78509 1.25127
27 F 0.06595 -3.39571 2.70234
28 H 0.39524 1.17496 4.13953
29 H -2.66057 1.23293 2.93254
30 H -2.10173 3.02339 3.06702
31 H -1.85235 2.20115 0.07425
32 H 0.96957 0.42564 -0.02057
33 H 1.16529 2.29096 -0.06655
34 H 1.78393 2.07716 2.71269
35 H 2.12482 0.27085 2.30548
36 H 3.28906 1.72556 -0.08024
37 H 4.17445 0.84129 1.32864
38 H 4.91216 3.42038 0.91495
39 H 3.23906 3.92916 1.77800
40 H 4.53905 3.89507 3.77539
41 H 5.98773 3.00630 2.95411
42 H 5.85405 -1.57811 3.53964
43 H 4.56161 -1.20777 4.86157
44 H 4.03968 -0.96665 3.05533
45 H -2.19439 5.02689 1.78800
46 C -1.76549 -3.01615 -2.06667
47 C -2.76342 -3.74030 -2.95339
48 O -2.13386 -4.22010 -4.14765
49 C -1.38401 -5.34243 -4.00591
50 O -1.21228 -5.96555 -2.97016
51 O -0.83437 -5.63496 -5.21034
52 C 0.06486 -6.74187 -5.17920
53 H -1.25480 -2.22617 -2.62653
54 H -2.26639 -2.57287 -1.20160
55 H -0.99047 -3.69742 -1.70187
56 H -3.54367 -3.03785 -3.26734
57 H -3.26153 -4.55826 -2.42058
58 H -0.40549 -7.62517 -4.73628
59 H 0.97044 -6.46845 -4.62863
60 H 0.34466 -6.98114 -6.20893
61 C -1.80611 4.06471 -2.36925
62 C -1.50258 5.54943 -2.26932
63 O -0.46851 5.92395 -3.18759
64 C -0.85100 6.04815 -4.48384
65 O -1.97874 5.87793 -4.91949
66 O 0.24483 6.36599 -5.21629
67 C 0.00085 6.42726 -6.62040
68 H -0.89195 3.47532 -2.24569
69 H -2.52916 3.76494 -1.60565
70 H -2.21790 3.80843 -3.35038
71 H -1.12974 5.77486 -1.26386
72 H -2.40012 6.15889 -2.42441
73 H -0.83421 7.09592 -6.85107
74 H -0.19022 5.42155 -7.00770
75 H 0.89950 6.81974 -7.10441
76 C 1.47825 -4.88818 4.66827
77 C 2.01419 -5.57815 5.91053
78 O 1.74037 -6.98403 5.87423
79 C 2.54806 -7.71894 5.06831
80 O 3.47126 -7.29105 4.39364
81 O 2.13212 -9.00837 5.12030
82 C 2.83672 -9.87672 4.23469
83 H 0.41558 -5.11234 4.53111
84 H 1.60730 -3.80475 4.74083
85 H 1.99388 -5.23503 3.76733
86 H 1.50335 -5.17902 6.79401
87 H 3.08585 -5.39388 6.04717
88 H 3.91854 -9.80586 4.38389
89 H 2.57278 -9.64308 3.19849
90 H 2.52670 -10.90353 4.44786
91 C -6.02175 10.86182 0.36827
92 C -5.48581 10.17185 1.61053
93 O -5.75963 8.76597 1.57423
94 C -4.95194 8.03106 0.76831
95 O -4.02874 8.45895 0.09364
96 O -5.36788 6.74163 0.82030
97 C -4.66328 5.87328 -0.06531
98 H -7.08442 10.63766 0.23111
99 H -5.89270 11.94525 0.44083
100 H -5.50612 10.51497 -0.53267
101 H -5.99665 10.57098 2.49401
102 H -4.41415 10.35612 1.74717
103 H -3.58146 5.94414 0.08389
104 H -4.92722 6.10692 -1.10151
105 H -4.97330 4.84647 0.14786
106 C -6.43630 2.72418 9.50762
107 C -5.18207 2.17074 8.85407
108 O -5.10303 2.56705 7.47948
109 C -4.70287 3.84501 7.25890
110 O -4.40499 4.66244 8.11542
111 O -4.71968 4.06522 5.92116
112 C -4.41539 5.40995 5.55520
113 H -7.32520 2.44694 8.93200
114 H -6.54048 2.34571 10.52823
115 H -6.41378 3.81766 9.54835
116 H -5.22192 1.07572 8.86586
117 H -4.27699 2.46619 9.39683
118 H -3.46938 5.73875 5.99631
119 H -5.23385 6.07071 5.85767
120 H -4.32037 5.45241 4.46660
121 C 8.70415 0.68132 -2.98948
122 C 8.31934 -0.14211 -1.77276
123 O 6.97539 0.14238 -1.36572
124 C 6.00077 -0.43373 -2.11418
125 O 6.17190 -1.16288 -3.07835
126 O 4.80217 -0.03445 -1.62198
127 C 3.68605 -0.48991 -2.38464
128 H 8.53087 1.74627 -2.80458
129 H 9.75733 0.53037 -3.24200
130 H 8.10048 0.40890 -3.86082
131 H 8.96855 0.12965 -0.93284
132 H 8.45339 -1.21533 -1.94962
133 H 3.71331 -1.57528 -2.52188
134 H 3.66417 0.02210 -3.35176
135 H 2.77417 -0.23527 -1.83735
136 C -1.41724 -9.17941 -8.62543
137 C -0.70858 -7.98350 -9.23710
138 O 0.63202 -8.32011 -9.61427
139 C 0.75759 -9.03293 -10.76236
140 O -0.15618 -9.39568 -11.48624
141 O 2.07400 -9.29760 -10.95033
142 C 2.33824 -10.13308 -12.07593
143 H -0.83204 -9.59204 -7.79741
144 H -2.40662 -8.89600 -8.25591
145 H -1.54221 -9.98406 -9.35672
146 H -0.63606 -7.18560 -8.48952
147 H -1.26225 -7.57610 -10.09065
148 H 1.88380 -9.73060 -12.98649
149 H 1.97625 -11.14690 -11.87820
150 H 3.42130 -10.17435 -12.22139

Atomic partial charges in e from the Löwdin method, atoms 1 to 6:
1. H 0.0492
2. N 0.0702
3. C -0.2346
4. C -0.3682
5. P 0.5360
6. C -0.3742